Entry 1:
Formula: C10H21LuO9PS2
Source: the Open Molecules 2025 dataset
Level of theory: ωB97M-V/def2-TZVPD

Results
**LUMO**: -15.36 eV
**Orbital gap**: 1.4406 eV
**F_max**: 3.03 eV/A
**2S+1**: 1
**Charge**: +3

Each line ends with the Mulliken charge.
Atoms and positions in Å:
C1 -2.3591 1.9501 1.8266  -0.892
C2 -3.1945 2.3169 0.6360  -0.293
O1 -2.9186 1.3809 -0.4816  -0.316
P1 -1.7712 1.6590 -1.4718  0.963
O2 -2.2797 1.7088 -2.8864  -0.473
C3 -0.6005 0.2374 -1.5673  -0.904
C4 -1.1318 -0.9823 -0.8416  -0.694
C5 -0.0542 -2.1008 -0.9785  -1.411
C6 0.1138 -2.9478 0.2744  -0.073
O3 0.5756 -4.3038 -0.1840  -0.438
S1 2.0973 -4.2703 -0.1975  1.224
O4 2.6791 -5.6450 -0.2062  -0.435
O5 2.6847 -3.4845 -1.1994  -0.405
O6 2.2929 -3.5750 1.2138  -0.319
C7 1.2333 -2.6006 1.3088  -0.394
S2 1.8840 -0.8905 1.3323  1.246
C8 2.3741 -0.6332 3.0094  -1.210
O7 0.7889 -0.0187 1.0366  -0.486
O8 3.0119 -0.8348 0.4701  -0.658
O9 -0.9854 2.9335 -1.0519  -0.253
C9 0.1353 3.3414 -1.9088  -0.269
C10 0.1920 4.8674 -1.9382  -1.176
H1 -2.5891 2.5755 2.6787  0.446
H2 -1.2972 2.0323 1.6092  0.202
H3 -2.5784 0.9219 2.0927  0.257
H4 -4.2393 2.1551 0.8616  0.356
H5 -3.0986 3.3466 0.3246  0.352
H6 0.3352 0.6062 -1.1455  0.396
H7 -0.3949 -0.0214 -2.5992  0.627
H8 -1.2886 -0.7756 0.2093  0.278
H9 -2.0748 -1.3145 -1.2557  0.827
H10 0.8898 -1.7254 -1.3514  0.707
H11 -0.4292 -2.7766 -1.7408  0.552
H12 -0.8187 -3.0251 0.8111  0.629
H13 0.8001 -2.7284 2.2967  0.537
H14 2.8775 -1.4978 3.4179  0.410
H15 3.0122 0.2388 2.9486  0.450
H16 1.4790 -0.3983 3.5707  0.419
H17 -0.0036 2.9808 -2.9225  0.439
H18 1.0326 2.9289 -1.4689  0.269
H19 -0.7543 5.2953 -1.6381  0.322
H20 0.9422 5.2173 -1.2431  0.341
H21 0.4212 5.1898 -2.9423  0.352
Lu1 3.0088 -7.3333 1.2916  1.496


Entry 2:
Formula: C17H27NO5
Source: the Open Molecules 2025 dataset
Level of theory: ωB97M-V/def2-TZVPD

Results
**LUMO**: -0.07 eV
**Orbital gap**: 7.8096 eV
**F_max**: 1.01 eV/A
**2S+1**: 1
**Energy relative to the best compared isomer or geometry (same formula, charge and spin)**: 364.2 kJ/mol

Each line ends with the Mulliken charge.
Atoms and positions in Å:
C1 1.0983 0.8062 2.6194  -0.820
C2 0.1168 0.8424 3.7998  -0.545
C3 -0.9162 1.9715 3.7124  -1.162
C4 -1.9611 1.7558 2.6570  0.846
C5 -2.8770 0.7726 2.5821  0.934
C6 -3.0257 -0.4330 3.4949  0.110
O1 -3.3889 -0.1751 4.6416  -0.689
O2 -2.6763 -1.4957 2.9296  -0.676
C7 -3.7119 1.0596 1.3862  0.219
O3 -4.3520 0.3743 0.6640  -0.521
O4 -3.4863 2.4332 1.0573  -0.329
C8 -2.1799 2.6087 1.4666  0.060
O5 -1.3947 3.2225 0.7988  -0.609
H1 1.0175 -0.1454 2.0946  0.150
H2 0.9080 1.6379 1.9304  0.255
H3 2.1283 0.9244 2.9637  0.380
H4 0.6915 1.0219 4.7136  0.405
H5 -0.3763 -0.1211 3.9342  0.480
H6 -1.4240 2.0428 4.6776  0.380
H7 -0.3999 2.9119 3.4961  0.338
C9 2.9840 -2.9308 -1.8284  -1.331
C10 3.0506 -1.4830 -2.3070  -0.347
C11 2.4999 -0.4508 -1.3121  -0.713
C12 1.1774 -0.7273 -0.6101  0.239
N1 -0.1240 -0.5874 -1.3694  0.352
C13 -0.5523 0.8526 -1.5158  -0.364
C14 0.0995 1.3505 -2.7942  -0.836
C15 0.2064 0.0999 -3.6929  -0.587
C16 -0.1076 -1.0967 -2.7853  -0.701
C17 -1.1659 -1.3202 -0.5681  -1.402
H8 1.9693 -3.2451 -1.5746  0.291
H9 3.3368 -3.6041 -2.6089  0.397
H10 3.6088 -3.0859 -0.9475  0.367
H11 2.5646 -1.3940 -3.2796  0.106
H12 4.0950 -1.2247 -2.4906  0.462
H13 2.5013 0.5399 -1.7662  0.130
H14 3.2203 -0.3818 -0.4918  0.518
H15 1.0747 -0.0423 0.2246  -1.011
H16 1.1817 -1.7319 -0.1901  0.796
H17 -1.6372 0.8453 -1.6072  0.602
H18 -0.2785 1.4039 -0.6186  0.082
H19 1.0825 1.7677 -2.5903  0.296
H20 -0.4866 2.1458 -3.2475  0.451
H21 1.1916 0.0270 -4.1487  0.235
H22 -0.5121 0.1331 -4.5092  0.417
H23 0.5724 -1.9389 -2.8615  0.336
H24 -1.1128 -1.4617 -2.9854  0.512
H25 -1.2027 -0.9028 0.4379  0.600
H26 -0.8967 -2.3727 -0.5293  0.375
H27 -2.1306 -1.1991 -1.0520  0.524


Entry 3:
Formula: C18H46O5P
Source: the Open Molecules 2025 dataset
Level of theory: ωB97M-V/def2-TZVPD

Results
**LUMO**: -4.33 eV
**Orbital gap**: 6.4429 eV
**F_max**: 4.77 eV/A
**2S+1**: 1
**Charge**: +1

Each line ends with the Mulliken charge.
Atoms and positions in Å:
O1 0.2780 9.4457 -3.6625  -0.389
C1 1.2878 9.2720 -4.3744  0.016
C2 2.0915 7.8582 -4.3544  -0.333
P1 3.6238 8.2029 -3.2439  0.084
H1 1.7425 10.0980 -5.0447  0.352
H2 2.4614 7.5889 -5.3984  0.383
H3 1.4610 7.0057 -3.9347  0.179
H4 3.0862 8.3051 -1.9067  0.240
H5 4.0670 9.5172 -3.6066  0.219
H6 4.6161 7.1863 -3.3829  0.236
C3 0.5544 1.5919 -3.4409  -0.953
C4 1.1069 2.9963 -3.2704  -0.419
O2 0.2673 4.0081 -3.8144  -0.428
C5 -1.0378 4.1154 -3.2579  -0.362
C6 -1.0402 4.4368 -1.7732  -0.991
H7 0.3300 1.3909 -4.4914  0.306
H8 1.2769 0.8526 -3.0872  0.406
H9 -0.3696 1.4515 -2.8757  0.212
H10 2.0591 3.0640 -3.8053  0.331
H11 1.3261 3.2076 -2.2187  0.329
H12 -1.6154 3.2108 -3.4672  0.337
H13 -1.5335 4.9306 -3.7930  0.357
H14 -0.6109 3.6232 -1.1853  0.259
H15 -2.0614 4.5989 -1.4211  0.390
H16 -0.4501 5.3350 -1.5713  0.238
C7 1.0278 -4.8659 -2.2973  -1.060
C8 1.5813 -3.4609 -2.1282  -0.286
O3 0.7436 -2.4510 -2.6732  -0.410
C9 -0.5601 -2.3442 -2.1162  -0.576
C10 -0.5608 -2.0220 -0.6319  -0.616
H17 0.8040 -5.0679 -3.3480  0.318
H18 1.7502 -5.6048 -1.9424  0.387
H19 0.1033 -5.0054 -1.7325  0.250
H20 2.5335 -3.3938 -2.6623  0.335
H21 1.8000 -3.2484 -1.0768  0.274
H22 -1.1381 -3.2496 -2.3244  0.351
H23 -1.0572 -1.5293 -2.6508  0.367
H24 -0.1301 -2.8354 -0.0442  0.044
H25 -1.5815 -1.8602 -0.2776  0.344
H26 0.0294 -1.1240 -0.4313  0.271
C11 -3.7475 -2.1839 4.1549  -1.199
C12 -2.4073 -1.7478 3.5867  0.030
O4 -2.5198 -0.9382 2.4233  -0.318
C13 -3.2107 0.2935 2.5736  -0.336
C14 -2.5651 1.2330 3.5780  -1.076
H27 -4.3476 -2.6811 3.3883  0.329
H28 -3.6005 -2.8731 4.9897  0.386
H29 -4.3257 -1.3330 4.5229  0.315
H30 -1.8475 -2.6392 3.2904  0.049
H31 -1.8037 -1.2414 4.3467  0.230
H32 -4.2613 0.1126 2.8205  0.301
H33 -3.2013 0.7726 1.5901  0.339
H34 -2.6050 0.8272 4.5907  0.261
H35 -3.0817 2.1959 3.5846  0.391
H36 -1.5131 1.3977 3.3313  0.294
C15 0.4070 -6.8279 3.7404  -1.222
C16 0.1343 -5.5338 2.9919  -0.214
O5 0.0956 -4.3888 3.8324  -0.364
C17 1.2850 -4.0902 4.5498  -0.320
C18 2.4801 -3.8122 3.6542  -1.060
H37 -0.3125 -6.9623 4.5522  0.307
H38 0.3370 -7.6817 3.0623  0.399
H39 1.4055 -6.8346 4.1830  0.286
H40 -0.8500 -5.6040 2.5200  0.348
H41 0.8566 -5.3882 2.1822  0.274
H42 1.5058 -4.8855 5.2680  0.312
H43 1.0717 -3.1924 5.1372  0.340
H44 2.7742 -4.6994 3.0897  0.259
H45 3.3389 -3.4986 4.2525  0.405
H46 2.2463 -3.0258 2.9319  0.260


Entry 4:
Formula: C3H5BrN3
Source: the Open Molecules 2025 dataset
Level of theory: ωB97M-V/def2-TZVPD

Results
**LUMO**: -5.84 eV
**Orbital gap**: 9.0511 eV
**F_max**: 6.91 eV/A
**2S+1**: 1
**Energy relative to the best compared isomer or geometry (same formula, charge and spin)**: 174.5 kJ/mol
**Charge**: +1

Each line ends with the Mulliken charge.
Atoms and positions in Å:
C1 1.9284 0.1304 -0.1965  -0.138
C2 0.1456 0.2484 -1.1635  0.477
C3 -1.4688 -0.1651 0.7712  -0.680
N1 1.3561 0.3555 -1.3931  -0.341
N2 1.0195 -0.1135 0.7535  -0.104
N3 -0.1570 -0.0400 0.0919  0.190
Br1 -1.2258 0.4605 -3.0598  -0.010
H1 2.9819 0.0877 -0.0700  0.453
H2 -1.7378 0.5530 1.4860  0.359
H3 -2.1853 0.0632 -0.1009  0.249
H4 -1.5863 -1.1539 1.2012  0.322
H5 0.9294 -0.4262 1.6800  0.223


Entry 5:
Formula: C27H54O27
Source: the Open Molecules 2025 dataset
Level of theory: ωB97M-V/def2-TZVPD

Results
**LUMO**: 0.49 eV
**SMILES string**: COC(=O)OC.COC(=O)OC.COC(=O)OC.COC(=O)OC.COC(=O)OC.COC(=O)OC.COC(=O)OC.COC(=O)OC.COC(=O)OC
**Orbital gap**: 11.1181 eV
**F_max**: 2.27 eV/A
**2S+1**: 1
**Energy relative to the best compared isomer or geometry (same formula, charge and spin)**: 104.2 kJ/mol

Each line ends with the Mulliken charge.
Atoms and positions in Å:
C1 -0.0400 -3.3171 2.6948  -0.637
O1 -1.2447 -2.5488 2.8240  -0.300
C2 -1.6178 -2.0425 3.9830  0.686
O2 -2.4282 -1.1948 4.1523  -0.581
O3 -0.9357 -2.6602 4.9616  -0.300
C3 -1.2303 -2.2695 6.2882  -0.666
H1 -0.0596 -4.2680 3.2259  0.556
H2 0.7612 -2.7183 3.1268  0.256
H3 0.0880 -3.4742 1.6302  0.183
H4 -1.0649 -1.1981 6.4183  0.289
H5 -0.6083 -2.8684 6.9454  0.221
H6 -2.2718 -2.4132 6.5882  0.302
C4 2.9473 -4.8499 3.0555  -0.778
O4 2.8426 -3.9522 1.9686  -0.267
C5 2.6080 -4.4617 0.7734  0.820
O5 2.4906 -5.6321 0.5306  -0.598
O6 2.5558 -3.4656 -0.0956  -0.308
C6 2.1847 -3.7849 -1.4392  -0.769
H7 2.3039 -5.7186 2.9272  0.374
H8 2.6760 -4.3165 3.9635  0.209
H9 3.9686 -5.2097 3.1876  0.320
H10 2.7100 -4.6878 -1.7536  0.460
H11 2.4901 -2.9846 -2.1051  0.384
H12 1.1116 -3.9676 -1.4279  0.201
C7 -2.0530 5.8853 4.0236  -0.690
O7 -2.8423 4.7216 4.0033  -0.367
C8 -2.6406 3.8642 3.0176  0.911
O8 -1.6947 3.8809 2.2704  -0.538
O9 -3.6048 2.9598 3.0373  -0.398
C9 -3.4627 1.8322 2.2057  0.183
H13 -1.0588 5.6962 3.6098  0.284
H14 -1.8755 6.2465 5.0327  0.280
H15 -2.4642 6.6900 3.4136  0.285
H16 -3.0023 0.9890 2.7151  0.075
H17 -2.7863 2.0621 1.3778  -0.221
H18 -4.3674 1.5457 1.6722  0.364
C10 3.7976 5.9299 -1.7842  -0.714
O10 2.8790 4.8449 -1.8316  -0.248
C11 3.0218 4.0066 -2.8492  0.676
O11 3.7421 4.1701 -3.7968  -0.592
O12 2.1593 3.0211 -2.6960  -0.140
C12 1.9980 2.0594 -3.7155  -0.022
H19 3.9641 6.3785 -2.7621  0.309
H20 4.7688 5.5222 -1.4834  0.310
H21 3.4688 6.6309 -1.0264  0.217
H22 1.3985 1.2518 -3.3044  -0.333
H23 2.9494 1.6329 -4.0331  0.473
H24 1.4309 2.4604 -4.5520  0.112
C13 3.0188 1.0671 4.8382  -0.804
O13 2.5375 0.0272 5.6646  -0.122
C14 2.8550 0.0288 6.9579  0.627
O14 3.5525 0.8187 7.5321  -0.564
O15 2.2358 -1.0210 7.5019  -0.224
C15 2.2201 -1.1159 8.9255  -0.746
H25 2.4085 1.9422 5.0684  0.357
H26 3.0773 0.8169 3.7836  0.212
H27 4.0455 1.3760 5.0648  0.401
H28 1.4894 -0.4501 9.3804  0.303
H29 3.2329 -0.9134 9.2721  0.362
H30 1.9538 -2.1420 9.1637  0.221
C16 -0.1485 -3.2152 -5.3042  0.242
O16 -0.8789 -4.4124 -5.0976  -0.338
C17 -0.4114 -5.3866 -4.3562  0.844
O17 0.6753 -5.3974 -3.8315  -0.562
O18 -1.3453 -6.3317 -4.2947  -0.353
C18 -1.0846 -7.3968 -3.3880  -0.630
H31 -0.8049 -2.4857 -5.7603  -0.151
H32 0.7601 -3.3972 -5.8783  0.338
H33 0.1511 -2.8413 -4.3214  -0.160
H34 -1.7947 -8.2062 -3.5292  0.233
H35 -1.1756 -7.0529 -2.3588  0.284
H36 -0.0840 -7.7870 -3.5672  0.293
C19 -2.4129 0.2501 -7.0604  -0.658
O19 -2.9427 0.5359 -5.7716  -0.391
C20 -2.1317 0.3356 -4.7253  0.831
O20 -1.0212 -0.1124 -4.8301  -0.432
O21 -2.6824 0.6579 -3.5705  -0.148
C21 -3.7567 1.5822 -3.5671  -0.681
H37 -3.1504 0.5939 -7.7810  0.282
H38 -2.1290 -0.7872 -7.2103  0.235
H39 -1.5467 0.9049 -7.1955  0.251
H40 -3.5111 2.3483 -4.3078  0.197
H41 -3.9144 2.0720 -2.6116  0.240
H42 -4.7094 1.1672 -3.9029  0.301
C22 -0.1995 -0.7863 -1.6869  0.217
O22 0.0962 -1.0673 -0.3398  -0.272
C23 -0.3245 -0.1755 0.5660  0.629
O23 -1.2573 0.5683 0.3930  -0.652
O24 0.3905 -0.3375 1.6572  -0.288
C24 0.1290 0.4574 2.8052  -0.092
H43 -1.2318 -0.5120 -1.9040  0.386
H44 0.1379 -1.6304 -2.2833  -0.623
H45 0.3941 0.0541 -2.0666  0.051
H46 -0.8610 0.8901 2.8558  -0.097
H47 0.9078 1.2187 2.8695  0.232
H48 0.3326 -0.1909 3.6598  0.038
C25 -1.3099 3.7771 -5.7327  -0.896
O25 -0.8589 3.2818 -4.4872  -0.003
C26 -1.2654 3.8897 -3.3596  0.614
O26 -1.8980 4.9019 -3.2459  -0.621
O27 -0.8839 3.1373 -2.3490  0.066
C27 -1.0959 3.5509 -0.9995  -0.399
H49 -1.3620 4.8660 -5.7237  0.362
H50 -2.2859 3.3518 -5.9727  0.264
H51 -0.6271 3.5083 -6.5367  0.258
H52 -0.9863 2.6680 -0.3817  -0.311
H53 -2.1180 3.9133 -0.8870  0.427
H54 -0.3627 4.3150 -0.7495  0.344


Entry 6:
Formula: C31H44N4O4
Source: the Open Molecules 2025 dataset
Level of theory: ωB97M-V/def2-TZVPD

Results
**LUMO**: 0.60 eV
**SMILES string**: CCN(CC)CCN1C(=O)[C@H]2[C@H](C(=O)Nc3cccc(C)c3)[C@@H]3C=C[C@]2(O3)[C@@H]1C(=O)N[C@@H]1CCC[C@@H](C)[C@H]1C
**Orbital gap**: 8.9825 eV
**F_max**: 0.62 eV/A
**2S+1**: 1
**Energy relative to the best compared isomer or geometry (same formula, charge and spin)**: 29.9 kJ/mol

Each line ends with the Mulliken charge.
Atoms and positions in Å:
C1 0.2203 4.4833 0.8242  -1.080
C2 1.7288 4.7214 0.7359  -0.840
N1 2.3965 3.6671 -0.0140  0.715
C3 3.1898 4.1281 -1.1374  -0.745
C4 4.4696 4.8919 -0.7774  -1.234
C5 3.0593 2.6670 0.7921  -1.368
C6 2.0858 1.8020 1.5945  -1.204
N2 1.0206 1.2288 0.8006  0.660
C7 -0.1881 0.9535 1.3440  -0.449
O1 -0.4996 1.1570 2.4978  -0.727
C8 -1.0396 0.3086 0.2643  -0.030
C9 -2.4575 0.8328 0.0517  -0.302
C10 -3.5071 -0.2688 0.0618  0.010
O2 -3.2221 -1.4425 -0.0289  -0.671
N3 -4.7688 0.2293 0.1350  0.005
C11 -5.9933 -0.4530 0.1055  0.648
C12 -6.0881 -1.8308 -0.0450  -0.599
C13 -7.3387 -2.4231 -0.0714  -0.715
C14 -8.4871 -1.6640 0.0493  -0.549
C15 -8.4046 -0.2834 0.2004  0.685
C16 -9.6510 0.5371 0.3388  -1.459
C17 -7.1536 0.3090 0.2260  -0.596
C18 -2.2874 1.4568 -1.3867  0.141
C19 -2.0744 0.3006 -2.3448  -1.314
C20 -0.8267 -0.1045 -2.1423  -0.377
C21 -0.3192 0.7816 -1.0328  0.111
O3 -0.9955 2.0111 -1.2949  -0.550
C22 1.1290 0.9963 -0.6277  0.973
C23 1.9949 -0.2177 -0.9955  -0.597
O4 2.6171 -0.2654 -2.0352  -0.712
N4 1.9690 -1.2025 -0.0830  0.358
C24 2.6558 -2.4681 -0.2476  -1.190
C25 1.6417 -3.6107 -0.1790  -0.892
C26 2.3378 -4.9571 -0.3384  -0.781
C27 3.4181 -5.1230 0.7251  -1.044
C28 4.4555 -3.9955 0.6743  0.167
C29 5.3318 -4.0952 -0.5738  -1.677
C30 3.7462 -2.6367 0.8211  0.584
C31 4.7280 -1.4664 0.7837  -1.672
H1 -0.0236 3.6934 1.5273  0.193
H2 -0.1622 4.1984 -0.1525  0.150
H3 -0.2778 5.3937 1.1508  0.535
H4 1.8913 5.6731 0.2234  0.599
H5 2.1532 4.8160 1.7454  0.256
H6 2.5448 4.7650 -1.7484  0.525
H7 3.4564 3.2537 -1.7399  0.370
H8 4.2433 5.7538 -0.1534  0.306
H9 4.9553 5.2412 -1.6846  0.432
H10 5.1642 4.2494 -0.2417  0.285
H11 3.6300 2.0207 0.1189  0.662
H12 3.7670 3.1048 1.5199  0.302
H13 1.6098 2.3814 2.3898  0.693
H14 2.6630 0.9985 2.0744  0.336
H15 -1.0513 -0.7784 0.3840  0.583
H16 -2.6983 1.6219 0.7671  0.864
H17 -4.8576 1.2314 0.2353  0.207
H18 -5.1947 -2.4236 -0.1372  0.522
H19 -7.4127 -3.4939 -0.1885  0.369
H20 -9.4568 -2.1389 0.0273  0.417
H21 -9.4212 1.5992 0.3648  0.344
H22 -10.1739 0.2736 1.2576  0.321
H23 -10.3263 0.3455 -0.4935  0.343
H24 -7.0730 1.3820 0.3429  0.264
H25 -3.0274 2.2042 -1.6607  0.629
H26 -2.8274 -0.0937 -2.9968  0.537
H27 -0.2779 -0.9132 -2.5794  0.553
H28 1.5196 1.8867 -1.1280  0.126
H29 1.4345 -1.0786 0.7633  0.471
H30 3.1118 -2.4245 -1.2408  0.732
H31 0.8890 -3.4777 -0.9587  0.374
H32 1.1322 -3.5769 0.7883  0.381
H33 2.7799 -5.0256 -1.3329  0.333
H34 1.6051 -5.7610 -0.2457  0.397
H35 3.9190 -6.0844 0.5965  0.412
H36 2.9453 -5.1260 1.7106  0.372
H37 5.1151 -4.1129 1.5434  0.492
H38 5.7486 -5.0975 -0.6477  0.446
H39 4.7699 -3.8933 -1.4801  0.311
H40 6.1580 -3.3919 -0.5205  0.396
H41 3.2506 -2.6371 1.8011  0.474
H42 4.2431 -0.5500 1.1130  0.091
H43 5.0960 -1.3042 -0.2257  0.422
H44 5.5731 -1.6587 1.4411  0.494


Energy, respectively: -93682.2712; -29793.2006; -38927.3308; -77695.0761; -84156.3678; -47013.2196 eV.
E_HOMO, respectively: -16.80; -7.88; -10.77; -14.89; -10.63; -8.38 eV.